Entry 1:
ORCA calculation (wB97M-V/def2-TZVPD) on C21H23N3O5S in the gas phase at a distorted geometry.

## Properties
HOMO level, Ha: -0.332
ΔE to the lowest compared entry with this formula, charge and spin, eV: 2.054
Charge: 0
SMILES: O=C(CN1C(=O)[C@@H]2[C@H](C1=O)[C@H]1C=C[C@@H]2C1)Nc1cccc(S(=O)(=O)N2CCCC2)c1
E, a.u.: -1752.7244
HOMO-LUMO gap, eV: 9.53

Last column: natural (NBO) charge in e.
Positions of all 53 atoms, in Å:
O1 0.05391 -1.59104 -1.46549  -0.59
C1 0.52785 -1.22201 -0.42002  0.68
N1 -0.07269 -0.40008 0.48296  -0.62
C2 -1.33479 0.19665 0.41216  0.23
C3 -2.23024 -0.03703 -0.62901  -0.24
C4 -3.46780 0.58490 -0.63376  -0.19
C5 -3.83191 1.44647 0.38790  -0.19
C6 -2.93457 1.67383 1.41311  -0.32
C7 -1.69961 1.06495 1.44102  -0.24
H1 -1.03965 1.27478 2.26973  0.24
S1 -3.38736 2.79805 2.73255  2.31
O2 -2.25935 2.93258 3.61614  -0.95
O3 -4.63859 2.39056 3.29838  -0.93
N2 -3.66914 4.19267 1.82413  -0.66
C8 -4.50544 5.16783 2.50122  -0.24
H2 -5.27100 4.63870 3.06506  0.24
H3 -4.97861 5.79233 1.73781  0.20
C9 -3.54839 5.98640 3.37955  -0.43
H4 -3.88146 7.01754 3.48215  0.21
H5 -3.48922 5.53686 4.36973  0.22
C10 -2.18988 5.87623 2.66492  -0.43
H6 -1.84487 6.83839 2.28972  0.21
H7 -1.43830 5.47245 3.33999  0.23
C11 -2.43780 4.89037 1.50748  -0.24
H8 -1.63594 4.16279 1.38969  0.22
H9 -2.58289 5.41726 0.56008  0.20
H10 -4.78918 1.93975 0.41067  0.24
H11 -4.15185 0.39086 -1.44539  0.22
H12 -1.95136 -0.70458 -1.42713  0.26
H13 0.45117 -0.16376 1.31501  0.40
C12 1.92868 -1.66050 0.03703  -0.33
N3 2.57073 -2.36417 -1.04113  -0.47
C13 2.53434 -3.74018 -1.16590  0.73
O4 2.11140 -4.48091 -0.31935  -0.57
C14 3.15537 -4.09157 -2.49802  -0.32
H14 2.46111 -4.70279 -3.07503  0.25
C15 3.52953 -2.74842 -3.13509  -0.31
C16 3.10442 -1.70212 -2.13122  0.72
O5 3.22475 -0.50809 -2.19756  -0.57
H15 3.06076 -2.54350 -4.09771  0.25
C17 5.07593 -2.83862 -3.26428  -0.25
C18 5.31657 -3.91457 -4.29523  -0.19
C19 4.99293 -5.07687 -3.74337  -0.18
H16 4.98621 -6.05106 -4.19481  0.22
C20 4.53027 -4.79819 -2.33378  -0.25
H17 4.51034 -5.63899 -1.64654  0.24
C21 5.42913 -3.60616 -1.98490  -0.39
H18 6.48199 -3.87955 -1.94306  0.23
H19 5.15157 -3.09244 -1.06574  0.21
H20 5.63538 -3.71955 -5.30182  0.22
H21 5.55718 -1.87939 -3.43160  0.24
H22 1.84322 -2.34693 0.88466  0.26
H23 2.53170 -0.78773 0.30205  0.24



Entry 2:
ORCA calculation (wB97M-V/def2-TZVPD) on a molecular structure, C18H26InO28S6 at a distorted geometry.

## Properties
HOMO level, Ha: -0.432
ΔE to the lowest compared entry with this formula, charge and spin, eV: 9.923
Charge: +1
E, a.u.: -5386.6098
HOMO-LUMO gap, eV: 4.77

Last column: Mulliken charge in e.
Positions of all 79 atoms, in Å:
In1 -14.15809 -15.65823 15.91336  1.00
C1 -17.16518 -22.34831 18.11907  -0.34
C2 -16.58642 -21.24513 17.35277  0.45
C3 -16.11327 -21.64706 15.89806  0.49
O1 -15.45250 -20.77407 15.24766  -0.60
C4 -16.47475 -22.88613 15.39138  -0.21
C5 -17.06007 -23.90300 16.15379  0.39
C6 -17.50591 -23.56163 17.61248  0.35
O2 -18.20327 -24.40579 18.28795  -0.50
O3 -17.23841 -25.04943 15.57529  -0.50
O4 -16.56273 -20.07384 17.66239  -0.54
H1 -17.56636 -22.08633 19.08697  0.51
H2 -15.99857 -23.04193 14.43463  0.50
C7 -9.84452 -21.64725 10.64969  -0.21
C8 -8.69968 -22.38306 11.44122  -0.30
O5 -7.99249 -21.36047 12.14895  -0.37
S1 -8.57724 -19.74579 11.97700  1.09
O6 -7.55222 -18.73717 11.56603  -0.49
O7 -9.44550 -19.36134 13.06853  -0.50
O8 -9.68036 -20.27552 10.80224  -0.35
H3 -10.72574 -21.86401 11.25349  0.28
H4 -9.92996 -22.21933 9.72583  0.33
H5 -7.83939 -22.68188 10.84229  0.22
H6 -8.86886 -23.25975 12.06644  0.30
C9 -19.12279 -28.67533 6.95529  -0.33
C10 -18.87907 -29.83164 7.86504  -0.27
O9 -18.75961 -29.20021 9.22760  -0.30
S2 -19.30729 -27.67326 9.24700  1.08
O10 -18.15462 -26.74720 9.35760  -0.56
O11 -20.38952 -27.35539 10.20343  -0.51
O12 -19.81089 -27.76476 7.69356  -0.31
H7 -19.62920 -28.77820 5.99557  0.32
H8 -18.22854 -28.28448 6.46986  0.27
H9 -18.17422 -30.56865 7.48020  0.34
H10 -19.85120 -30.31521 7.96098  0.27
C11 -22.20298 -21.40667 12.23208  -0.40
C12 -21.72087 -20.36408 13.23195  -0.17
O13 -22.19456 -20.87259 14.41081  -0.32
S3 -23.22277 -22.16944 14.25619  1.09
O14 -24.55476 -21.97216 14.89058  -0.52
O15 -22.40231 -23.36384 14.55801  -0.52
O16 -23.34265 -22.00907 12.74154  -0.26
H11 -21.40292 -22.12564 12.05577  0.32
H12 -22.37445 -20.87022 11.29885  0.32
H13 -22.20509 -19.39363 13.12303  0.25
H14 -20.64929 -20.35916 13.43144  0.20
C13 -21.37909 -10.72431 19.08886  -0.33
C14 -21.90033 -11.42102 20.27319  -0.26
O17 -21.36196 -12.77352 20.25641  -0.31
S4 -21.00447 -13.25606 18.69579  1.08
O18 -22.15257 -14.05389 18.11048  -0.51
O19 -19.61288 -13.74279 18.62100  -0.52
O20 -21.01947 -11.69046 18.10230  -0.32
H15 -20.43964 -10.20729 19.28442  0.27
H16 -22.03696 -9.94709 18.69998  0.30
H17 -22.97164 -11.58327 20.15458  0.31
H18 -21.58680 -10.79284 21.10697  0.29
C15 -12.45969 -26.22537 19.77739  -0.26
C16 -12.05032 -27.63391 19.63526  -0.29
O21 -12.93205 -28.40687 20.52996  -0.27
S5 -14.31886 -27.75782 20.70147  1.09
O22 -14.89579 -27.68809 22.03931  -0.51
O23 -15.20882 -28.34254 19.64154  -0.54
O24 -13.80834 -26.22782 20.18580  -0.34
H19 -12.25663 -25.62819 18.88843  0.28
H20 -11.95362 -25.61490 20.52527  0.27
H21 -11.02695 -27.83759 19.95043  0.29
H22 -12.25731 -27.87357 18.59228  0.27
C17 -22.28420 -19.19664 21.22457  -0.40
C18 -22.43023 -20.37112 22.27703  -0.29
O25 -23.38841 -19.83293 23.09720  -0.34
S6 -23.49956 -18.12343 23.03163  1.08
O26 -23.14097 -17.58678 24.32886  -0.50
O27 -24.71552 -17.61433 22.39863  -0.51
O28 -22.24454 -18.05186 21.99267  -0.27
H23 -23.00820 -19.25602 20.41192  0.33
H24 -21.25099 -19.39134 20.93706  0.30
H25 -21.46171 -20.55306 22.74282  0.29
H26 -22.72622 -21.30195 21.79324  0.32



Entry 3:
ORCA calculation (wB97M-V/def2-TZVPD) on a molecular structure, C55H37IrN11P.

## Properties
HOMO level, Ha: -0.233
ΔE to the lowest compared entry with this formula, charge and spin, eV: 0.045
Charge: 0
E, a.u.: -3166.3003
HOMO-LUMO gap, eV: 5.17

Last column: Mulliken charge in e.
Positions of all 105 atoms, in Å:
Ir1 1.34001 1.25242 -0.27465  1.32
C1 4.99992 -4.20154 -0.56729  -0.84
C2 4.84906 -4.19916 0.82362  -0.79
C3 4.11226 -3.21529 1.46425  0.03
C4 3.53899 -2.22970 0.67647  0.47
C5 2.72685 -1.06185 1.00870  -0.20
N1 2.46488 -0.38474 -0.14110  -0.38
C6 2.99463 -1.04502 -1.20747  -0.19
N2 2.92941 -0.70815 -2.47801  -0.50
C7 2.34085 0.37941 -2.94194  -0.02
C8 2.30474 0.74982 -4.35233  0.13
C9 2.81034 0.13417 -5.48906  -0.18
C10 2.59947 0.76093 -6.70525  -0.63
C11 1.90311 1.97337 -6.78551  -0.67
C12 1.40003 2.58782 -5.65164  -0.20
C13 1.61044 1.95784 -4.43265  0.09
C14 1.21778 2.30594 -3.07213  0.03
N3 0.50937 3.36986 -2.75384  -0.40
C15 0.10449 3.66813 -1.53429  -0.45
N4 0.33245 2.96387 -0.38661  -0.27
C16 -0.23780 3.60470 0.67427  0.00
N5 -0.17138 3.26489 1.94864  -0.32
C17 0.45443 2.20654 2.41558  -0.26
N6 1.11890 1.24887 1.70099  -0.46
C18 1.62186 0.30403 2.54263  -0.06
N7 2.34662 -0.75282 2.23082  -0.39
C19 1.24889 0.66132 3.90576  0.05
C20 1.47504 0.03584 5.12383  0.06
C21 0.96617 0.64254 6.25932  -0.72
C22 0.25806 1.84934 6.18179  -0.78
C23 0.03423 2.47185 4.96627  0.13
C24 0.53393 1.85613 3.82764  0.00
C25 -0.92128 4.78995 0.17684  0.30
C26 -1.67714 5.76471 0.81581  -0.22
C27 -2.21370 6.77323 0.03540  -0.68
C28 -1.99781 6.81299 -1.34903  -0.74
C29 -1.23976 5.84562 -1.98417  -0.03
C30 -0.70468 4.83065 -1.20172  0.16
N8 1.69200 1.34022 -2.23228  -0.26
C31 3.69759 -2.22574 -0.70953  0.12
C32 4.42717 -3.21321 -1.35312  -0.05
H1 5.58541 -4.98394 -1.03412  0.43
H2 5.31866 -4.98152 1.40696  0.44
H3 3.98563 -3.20686 2.53859  0.60
H4 3.34758 -0.80207 -5.41720  0.57
H5 2.97793 0.30933 -7.61318  0.40
H6 1.75761 2.43460 -7.75382  0.39
H7 0.86100 3.52446 -5.70377  0.57
H8 2.02868 -0.89272 5.17307  0.58
H9 1.12060 0.18328 7.22741  0.41
H10 -0.11982 2.29791 7.09176  0.41
H11 -0.51737 3.39995 4.89415  0.62
H12 -1.83817 5.72619 1.88508  0.58
H13 -2.81192 7.54772 0.49792  0.41
H14 -2.43382 7.61737 -1.92743  0.41
H15 -1.06758 5.86855 -3.05215  0.56
H16 4.54664 -3.20051 -2.42845  0.59
N9 -0.14576 0.00683 -0.69743  0.42
P1 -1.62470 0.01378 -0.17971  0.60
C33 -2.30820 -1.58491 -0.69681  0.78
C34 -1.75226 -2.21906 -1.80402  -0.74
C35 -2.28599 -3.41471 -2.25983  -0.49
C36 -3.37749 -3.98164 -1.61605  -0.60
C37 -3.94029 -3.34706 -0.51832  -0.75
C38 -3.41086 -2.14818 -0.06233  -0.47
C39 -2.75841 1.20197 -0.98730  0.82
C40 -2.27619 1.77981 -2.15661  -0.91
C41 -3.06202 2.65291 -2.89559  -0.33
C42 -4.35174 2.94066 -2.47765  -0.70
C43 -4.85852 2.33707 -1.33296  -0.78
C44 -4.07063 1.46772 -0.59528  -0.53
C45 -1.98734 0.13092 1.59782  0.88
C46 -2.60825 1.22511 2.19559  -0.38
C47 -2.85764 1.22696 3.56115  -1.20
C48 -2.48129 0.14268 4.33931  -0.57
C49 -1.83369 -0.93772 3.75441  -0.84
C50 -1.58307 -0.94540 2.39033  -0.18
H17 -0.89247 -1.76758 -2.28379  0.34
H18 -1.84649 -3.90739 -3.11818  0.44
H19 -3.78956 -4.91825 -1.96960  0.40
H20 -4.79038 -3.78679 -0.01259  0.44
H21 -3.85068 -1.66308 0.80081  0.36
H22 -1.27688 1.52400 -2.48589  0.37
H23 -2.65957 3.10702 -3.79257  0.49
H24 -4.96779 3.62641 -3.04542  0.42
H25 -5.87238 2.54404 -1.01462  0.46
H26 -4.48667 0.99341 0.28493  0.39
H27 -2.88650 2.08681 1.60356  0.47
H28 -3.33722 2.08401 4.01712  0.41
H29 -2.67473 0.14799 5.40470  0.44
H30 -1.52164 -1.77738 4.36305  0.39
H31 -1.06762 -1.78372 1.92931  0.26
N10 2.45357 -6.99793 1.11129  -0.56
C51 1.77847 -5.79418 1.12957  1.08
C52 1.36524 -5.20928 2.32770  -1.10
C53 0.67404 -4.01329 2.28003  -0.27
N11 0.35905 -3.37336 1.15674  0.16
C54 0.75605 -3.93985 0.01855  -0.38
C55 1.45483 -5.12915 -0.05300  -0.88
H32 2.90891 -7.27291 1.96496  0.23
H33 2.98757 -7.19696 0.28210  0.24
H34 1.58872 -5.67636 3.27935  0.32
H35 0.36218 -3.53679 3.20553  0.17
H36 0.50701 -3.40059 -0.88896  0.46
H37 1.75783 -5.52807 -1.01320  0.32



Q: Which of these has the lowest E?
A: C18H26InO28S6



Q: What is the formula in the third record?
A: C55H37IrN11P



Q: Number 2 is which compound?
A: C18H26InO28S6